Run P
Computed, not measured: a molecular structure, C26H76O12, with wB97M-V/def2-TZVPD.

Calculated values
* highest occupied orbital energy: -7.802 eV
* molar mass: 580.9 g mol⁻¹
* multiplicity: 1

Geometry (Å):
C 6.75017 1.64575 19.00186
C 5.48849 2.40621 18.60034
O 5.38184 2.55719 17.19142
H 6.66940 0.57476 18.80587
H 7.01091 1.81319 20.04542
H 7.57868 1.99666 18.37870
H 5.53862 3.38089 19.09356
H 4.60063 1.92514 19.02927
H 5.70804 1.73382 16.79413
C 9.78351 6.11626 18.78091
C 8.71639 5.12660 18.34214
O 8.47129 5.28606 16.93467
H 9.65712 7.04068 18.21513
H 10.80256 5.75911 18.63089
H 9.68094 6.35660 19.84080
H 7.79462 5.28762 18.90452
H 9.07030 4.10333 18.50620
H 7.53180 5.09138 16.81643
C 1.79163 -0.99574 13.72822
C 1.82797 0.38647 14.33873
O 0.53143 0.74154 14.84391
H 1.41070 -1.71149 14.46543
H 2.77730 -1.33719 13.41916
H 1.04765 -1.04965 12.92912
H 2.14083 1.09217 13.56092
H 2.53258 0.40543 15.16897
H -0.15803 0.46622 14.23363
C 7.43882 0.87822 14.26633
C 6.09066 0.33374 14.63624
O 6.04236 0.12442 16.07204
H 7.64218 1.76855 14.86049
H 7.51950 1.11535 13.20419
H 8.19587 0.12257 14.47968
H 5.86156 -0.63057 14.17620
H 5.26504 0.99989 14.37693
H 6.14328 -0.80143 16.30234
C 0.77415 3.45521 17.85828
C 1.93365 2.56774 17.49953
O 1.55449 1.19101 17.46805
H 0.34381 3.08463 18.79030
H -0.02837 3.39821 17.11723
H 1.04211 4.51003 17.93648
H 2.73694 2.72028 18.21873
H 2.34337 2.75845 16.50317
H 1.23430 1.01075 16.57765
C 6.31813 8.84982 15.32054
C 5.25097 8.55505 16.34138
O 5.57214 7.42604 17.15951
H 6.54238 7.99886 14.67412
H 7.25675 9.19182 15.75689
H 5.93824 9.63261 14.65435
H 4.34447 8.29626 15.77002
H 4.98079 9.39320 16.97783
H 5.69033 6.68383 16.53886
C 7.31891 6.47939 10.69427
C 8.47150 7.44640 10.90619
O 8.23206 8.66962 10.22693
H 7.41292 5.61235 11.35669
H 7.30427 6.12629 9.65993
H 6.35377 6.92256 10.94286
H 9.40183 6.96093 10.59382
H 8.53196 7.66844 11.96872
H 8.21292 8.50511 9.27965
C 3.40335 4.54072 10.75885
C 3.82398 3.09753 10.97371
O 2.74415 2.24304 10.55435
H 3.14030 4.72884 9.71518
H 4.23695 5.20774 10.99825
H 2.54057 4.81021 11.36410
H 3.97885 2.92313 12.03539
H 4.72885 2.90263 10.39378
H 2.50368 2.51927 9.66340
C 10.79390 7.86673 14.81844
C 10.17389 6.74210 14.00717
O 8.82846 6.57088 14.35162
H 11.82976 8.09708 14.57273
H 10.74234 7.59979 15.87909
H 10.18114 8.76657 14.72100
H 10.80087 5.84470 14.15162
H 10.30904 6.89514 12.93566
H 8.78753 6.39547 15.30436
C 0.61392 4.88076 11.64091
C 1.03553 3.43783 11.78014
O 1.15435 2.89734 10.45218
H 1.42463 5.55839 11.37467
H 0.18281 5.24711 12.57590
H -0.16072 4.94257 10.87635
H 0.25020 2.87631 12.29615
H 1.97915 3.35220 12.32627
H 1.63570 2.06347 10.50785
C 6.01838 4.63584 13.60930
C 5.10048 5.06366 14.73040
C 3.75759 4.36337 14.76095
O 5.78936 4.96638 15.99194
H 6.93329 5.23219 13.66783
H 5.54839 4.81606 12.64466
H 6.35777 3.60623 13.75048
H 4.86115 6.12599 14.57293
H 3.13743 4.76761 13.95950
H 3.24056 4.50245 15.70995
H 3.87060 3.27932 14.64114
H 5.39583 4.25927 16.53621
C 3.22809 4.60159 20.48184
C 3.53267 5.55570 19.34647
C 2.57539 6.73152 19.44657
O 4.86495 6.01235 19.42688
H 3.87549 3.72666 20.49044
H 2.17365 4.32644 20.48952
H 3.39031 5.09343 21.44842
H 3.34528 5.02211 18.40086
H 1.53012 6.40420 19.50471
H 2.62514 7.44203 18.61947
H 2.74543 7.26506 20.38545
H 5.07096 6.49835 18.60601

Results of the Mulliken charge analysis, in e, for atoms 1 through 8: -1.55, 0.34, 0.21, 0.35, 0.40, 0.26, 0.02, 0.22

Run Q
Computed, not measured: 12 unconnected molecules or ions with the total composition C26H76O12, with wB97M-V/def2-TZVPD.

Calculated values
* highest occupied orbital energy: -9.193 eV
* molar mass: 580.9 g mol⁻¹
* multiplicity: 1
* SMILES: CC(C)O.CC(C)O.CC(C)O.CC(C)O.CC(C)O.CC(C)O.CC(C)O.CO.CO.CO.CO.CO

Geometry (Å):
C -4.73344 -1.49469 0.25769
C -4.98789 -1.25152 1.71584
C -3.66273 -1.54216 2.47801
O -5.22783 -0.06770 2.07009
H -5.62547 -1.38933 -0.26824
H -4.27926 -2.48277 -0.04268
H -4.07491 -0.72860 -0.19702
H -5.79631 -1.87039 2.09570
H -2.88587 -0.82936 2.14894
H -3.36623 -2.60986 2.42624
H -3.88258 -1.22561 3.54419
H -6.16540 0.09106 1.83372
C -0.94416 -1.52754 -0.42171
C 0.01472 -1.34762 0.74687
C 1.27196 -2.22282 0.55361
O 0.49653 -0.21807 0.80393
H -1.21979 -2.55659 -0.55530
H -0.38825 -1.32376 -1.35088
H -1.83305 -0.91192 -0.33301
H -0.58816 -1.66117 1.61348
H 1.00813 -3.30240 0.60500
H 1.96643 -2.22535 1.39835
H 1.77699 -2.07384 -0.44297
H -0.14125 0.32043 1.20235
C -2.29580 1.71084 0.65028
C -1.56922 2.24263 1.80717
C -1.41783 1.27154 2.93971
O -0.45867 2.72422 1.60421
H -3.04042 0.96880 0.96528
H -1.60197 1.27444 -0.07451
H -2.74502 2.54447 0.19692
H -2.19482 3.04634 2.15702
H -1.03858 1.78928 3.78690
H -0.61142 0.55939 2.79375
H -2.30181 0.75593 3.28346
H -0.56310 3.44343 0.94518
C -6.20688 -1.13651 -5.08693
C -4.99965 -0.57460 -4.33350
C -4.58324 -1.55931 -3.24357
O -4.04652 -0.37779 -5.07084
H -6.47293 -0.54215 -5.95602
H -7.03059 -1.21579 -4.36611
H -5.85270 -2.12804 -5.38583
H -5.23063 0.39511 -3.93602
H -3.85583 -1.08969 -2.53331
H -4.02286 -2.32291 -3.70484
H -5.42731 -1.93057 -2.71090
H -3.50881 0.26601 -4.58747
C 0.97699 2.93342 -3.43878
C 0.90684 2.60207 -1.96496
C 1.69448 1.34496 -1.60941
O 1.31650 3.52608 -1.26401
H 0.60666 2.09910 -3.99834
H 2.00424 3.06342 -3.75126
H 0.39318 3.83344 -3.72014
H -0.15096 2.52792 -1.60759
H 1.95105 1.28044 -0.51861
H 2.53338 0.99677 -2.22456
H 1.04079 0.49260 -1.82084
H 2.24329 3.44974 -1.12305
C 7.03573 -0.10218 2.58681
C 5.53228 0.13336 2.64846
C 4.80897 -1.21817 2.77750
O 5.10508 0.94422 3.49890
H 7.30854 -0.62016 3.49865
H 7.59529 0.82157 2.57635
H 7.39708 -0.84270 1.85572
H 5.20099 0.56693 1.66129
H 5.19227 -1.94412 1.99640
H 3.69153 -1.15027 2.59528
H 4.98667 -1.65380 3.79110
H 4.56613 0.51653 4.12218
C 1.13504 1.31086 5.49730
C 1.83798 -0.02004 5.26618
C 1.34842 -0.86311 4.06985
O 3.05788 0.13779 5.09916
H 1.10614 1.92664 4.58314
H 1.66067 1.89885 6.23177
H 0.15251 1.19293 5.81780
H 1.77383 -0.61896 6.23966
H 0.28933 -1.00448 4.18375
H 1.93162 -1.77503 3.82236
H 1.44180 -0.30618 3.15150
H 3.51393 0.62425 5.81529
C -2.42248 1.36406 -2.68368
O -1.73270 1.31153 -3.96226
H -2.23396 2.35500 -2.28459
H -2.18175 0.64996 -1.88890
H -3.52558 1.37843 -2.80533
H -2.04807 2.08396 -4.45216
C -1.16950 -2.44872 -4.91495
O -1.26473 -1.72186 -3.65830
H -0.16890 -2.83496 -5.00244
H -1.32108 -1.70300 -5.69768
H -2.00603 -3.19288 -5.01257
H -2.02991 -1.19296 -3.79365
C 2.54079 2.18289 2.01808
O 3.00372 2.78502 3.20663
H 3.38894 1.75509 1.50475
H 1.97889 2.95233 1.42768
H 1.70052 1.53574 2.12587
H 3.44016 2.05691 3.68606
C 2.07049 -1.66511 -3.47315
O 1.31478 -0.69514 -4.19279
H 3.14625 -1.55027 -3.65220
H 1.76699 -2.65045 -3.78033
H 1.93610 -1.56735 -2.40199
H 0.43184 -0.87786 -4.06194
C 4.25791 -0.53373 -0.50210
O 4.87556 0.68365 -0.95306
H 3.82926 -0.95552 -1.41807
H 3.39360 -0.42321 0.07969
H 4.82318 -1.40382 -0.05610
H 5.36402 0.55407 -1.76760

Results of the Mulliken charge analysis, in e, for atoms 1 through 8: -0.79, -0.26, -0.63, -0.50, 0.56, 0.40, -0.18, 0.76

Stability summary: most stable run P, least stable run Q.

Run P
Computed, not measured: a single CH3IO2 molecule, with wB97M-V/def2-TZVPD.

Calculated values
* highest occupied orbital energy: -9.582 eV
* molar mass: 173.9 g mol⁻¹
* multiplicity: 1
* SMILES: OC(O)I

Geometry (Å):
O -0.33499 0.48581 1.16959
C 0.26641 -0.30147 0.24305
O 0.87765 0.29332 -0.94353
I -1.08731 -1.78118 -0.49887
H -1.06860 1.05727 0.81642
H 1.08622 -0.55797 0.82798
H 0.26063 0.80422 -1.61464

For reference, the Mulliken charges in units of e are: -0.46, -0.05, -0.50, 0.02, 0.33, 0.31, 0.34

Run Q
Computed, not measured: 2 unconnected molecules or ions with the total composition CH3IO2, with wB97M-V/def2-TZVPD.

Calculated values
* highest occupied orbital energy: -8.913 eV
* molar mass: 173.9 g mol⁻¹
* multiplicity: 1

Geometry (Å):
C 1.13107 -0.06009 -0.22210
O 0.73979 1.02743 0.08836
O -1.12702 -1.27461 0.41146
I -2.05029 0.11380 -0.17574
H 0.86462 -0.36025 -1.19508
H 1.85756 -0.56670 0.30301
H -1.41573 1.12041 0.79009

For reference, the Mulliken charges in units of e are: -0.15, -0.46, -0.70, 0.56, 0.31, 0.29, 0.16

Stability summary: most stable run P, least stable run Q.

Run P
Computed, not measured: a gas-phase ion, C5H8NO (charge +1), with wB97M-V/def2-TZVPD.

Calculated values
* total charge: +1
* highest occupied orbital energy (alpha / beta): -13.538 / -14.509 eV
* molar mass: 98.1 g mol⁻¹
* multiplicity: 3

Geometry (Å):
C -1.53750 1.63015 -0.86347
C -0.05881 -0.38123 1.67862
C -0.71535 1.57580 0.18390
C -0.15697 0.22220 0.50874
C 1.54162 -1.39805 -0.47010
N 0.21057 -0.73801 -0.52096
O -0.46003 -0.98711 -1.45659
H -1.82720 2.61891 -1.35519
H -2.06204 0.80407 -1.24879
H 0.02211 -1.43649 1.81466
H -0.22075 0.25755 2.47372
H -0.30238 2.39524 0.61590
H 1.86273 -1.64294 -1.48435
H 1.50834 -2.27222 0.14187
H 2.19567 -0.64788 -0.01796

Results of the Mulliken charge analysis, in e, for atoms 1 through 8: -0.58, -0.64, -0.26, 0.56, -0.88, 0.50, -0.42, 0.26

Run Q
Computed, not measured: a gas-phase ion, C5H8NO (charge +1), with wB97M-V/def2-TZVPD.

Calculated values
* total charge: +1
* highest occupied orbital energy (alpha / beta): -10.258 / -16.708 eV
* molar mass: 98.1 g mol⁻¹
* multiplicity: 3

Geometry (Å):
C -1.93706 -0.10062 -0.00790
C 1.33557 1.36302 -0.17855
C 0.75170 0.15802 -0.25399
C -0.04253 -0.31287 -1.37571
C 0.86972 -0.77556 0.90454
N -2.57629 0.38798 0.80925
O -1.48092 -0.64196 -1.02722
H 1.74675 1.56757 0.80780
H 1.30907 2.17262 -0.96667
H -3.11340 0.59179 1.66547
H 0.34204 -1.33507 -1.58487
H -0.08427 0.17767 -2.25986
H 0.39872 -1.71655 0.60475
H 0.48281 -0.56764 1.86176
H 1.99808 -0.96839 1.00121

Results of the Mulliken charge analysis, in e, for atoms 1 through 8: 0.58, -1.22, 0.90, -0.68, -1.27, -0.08, -0.29, 0.35

Stability summary: most stable run Q, least stable run P.

Run P
Computed, not measured: a single C6H6N4 molecule, with wB97M-V/def2-TZVPD.

Calculated values
* highest occupied orbital energy: -10.108 eV
* molar mass: 134.1 g mol⁻¹
* multiplicity: 1
* SMILES: N#CC1(n2ccnn2)CC1

Geometry (Å):
N -2.12126 -1.54558 1.52328
C -1.20590 -1.16550 0.87482
C -0.04377 -0.72202 0.11177
N 0.09385 0.66899 -0.11170
C -0.79843 1.51950 0.48261
C -0.37904 2.73834 -0.01276
N 0.67479 2.56069 -0.79052
N 0.99564 1.30724 -0.76284
C 0.45372 -1.59815 -1.03147
C 1.16554 -1.63320 0.28287
H -1.53529 1.07462 1.17570
H -0.91437 3.75871 0.00375
H 0.84921 -1.05526 -1.77242
H -0.11823 -2.37809 -1.36003
H 0.85891 -2.50861 0.99191
H 2.02463 -1.02168 0.39502

Results of the Mulliken charge analysis, in e, for atoms 1 through 8: -0.46, -0.21, 1.55, 0.66, -0.13, -0.45, -0.56, -0.61

Run Q
Computed, not measured: a single C6H6N4 molecule, with wB97M-V/def2-TZVPD.

Calculated values
* highest occupied orbital energy: -8.127 eV
* molar mass: 134.1 g mol⁻¹
* multiplicity: 1
* SMILES: Nc1ncnc2[nH]ccc12

Geometry (Å):
N -1.61607 -1.41025 1.34690
C -0.61791 -0.54953 1.09964
N 0.07778 -0.08788 2.15869
C 1.03189 0.75523 2.03819
N 1.49127 1.24024 0.88593
C 1.10625 0.66748 -0.20413
N 1.36670 0.77497 -1.54430
C 0.13718 0.43874 -2.40911
C -0.73621 -0.37485 -1.57934
C -0.05451 -0.29807 -0.19564
H -1.72023 -1.88217 2.29475
H -2.22195 -1.48180 0.33438
H 1.18972 1.22882 3.01322
H 1.73177 1.73483 -1.93282
H 0.42657 0.25807 -3.42289
H -1.59224 -1.01383 -1.88347

Results of the Mulliken charge analysis, in e, for atoms 1 through 8: -0.46, 0.62, -0.62, -0.09, -0.67, 0.38, -0.21, -0.57

Stability summary: most stable run Q, least stable run P.

Run P
Computed, not measured: a single C2H2OS3 molecule, with wB97M-V/def2-TZVPD.

Calculated values
* highest occupied orbital energy: -9.308 eV
* molar mass: 138.2 g mol⁻¹
* multiplicity: 1
* SMILES: O=C(S)C(=S)S

Geometry (Å):
O 0.45340 -1.83477 0.32319
C 0.63089 -0.67973 0.03900
S 2.26318 -0.11569 -0.13514
C -0.63477 0.26808 -0.09020
S -0.40400 1.85235 0.14638
S -2.11543 -0.63690 -0.16459
H 1.98892 1.20242 -0.32533
H -1.49277 -1.65047 0.50070

For reference, the Mulliken charges in units of e are: -0.54, 0.54, -0.15, 0.22, -0.26, -0.15, 0.14, 0.21

Run Q
Computed, not measured: a single C2H2OS3 molecule, with wB97M-V/def2-TZVPD.

Calculated values
* highest occupied orbital energy: -9.421 eV
* molar mass: 138.2 g mol⁻¹
* multiplicity: 1
* SMILES: O=C(S)C(=S)S

Geometry (Å):
O 0.09423 -1.67341 0.53185
C 0.48830 -0.57878 0.16356
S 2.23355 -0.08650 -0.18223
C -0.57557 0.48378 0.15542
S 0.02501 2.06322 0.22068
S -2.25409 -0.05329 -0.15155
H 2.04373 1.15203 -0.21620
H -2.05515 -1.30705 -0.52153

For reference, the Mulliken charges in units of e are: -0.48, 0.29, -0.11, 0.42, -0.28, -0.13, 0.11, 0.18

Stability summary: most stable run P, least stable run Q.

Run P
Computed, not measured: a single C2H2OS3 molecule, with wB97M-V/def2-TZVPD.

Calculated values
* highest occupied orbital energy: -8.961 eV
* molar mass: 138.2 g mol⁻¹
* multiplicity: 1
* SMILES: OC(=S)C(=S)S

Geometry (Å):
O -1.30569 0.01642 1.28388
C -1.07290 0.07319 0.00165
S -2.17532 0.13143 -1.09744
C 0.41640 0.25724 -0.35119
S 1.10264 1.69052 -0.45885
S 1.10643 -1.37378 -0.51099
H -0.49988 0.15192 1.86513
H 2.42831 -0.94695 -0.73219

For reference, the Mulliken charges in units of e are: -0.43, 0.33, -0.28, 0.07, -0.15, -0.11, 0.40, 0.17

Run Q
Computed, not measured: a single C2H2OS3 molecule, with wB97M-V/def2-TZVPD.

Calculated values
* highest occupied orbital energy: -9.275 eV
* molar mass: 138.2 g mol⁻¹
* multiplicity: 1
* SMILES: O=C(S)C(=S)S

Geometry (Å):
O -0.56445 -1.94755 0.09980
C -0.74759 -0.76530 0.04355
S -2.32763 -0.03412 -0.03248
C 0.55098 0.21117 0.00309
S 0.41941 1.81786 0.04999
S 1.92482 -0.79852 -0.02752
H -1.96727 1.24085 -0.05463
H 2.71173 0.27562 -0.08180

For reference, the Mulliken charges in units of e are: -0.49, 0.47, -0.16, 0.29, -0.29, -0.10, 0.13, 0.14

Stability summary: most stable run Q, least stable run P.